(1)
Below is a structure of composition C23H35N7O2Zr, with properties calculated with ωB97M-V/def2-TZVPD.

```
68
Properties=species:S:1:pos:R:3
Zr 0.475 0.075 0.154
O -0.499 -0.516 -1.437
C -1.787 -0.740 -1.830
C -2.045 -1.406 -3.006
C -3.366 -1.623 -3.385
C -4.425 -1.171 -2.604
C -4.153 -0.493 -1.430
C -2.833 -0.276 -1.018
C -2.639 0.458 0.220
N -1.502 0.638 0.793
N -1.477 1.439 1.972
C -0.356 1.276 2.593
O 0.580 0.407 2.155
C -0.034 2.113 3.758
C 1.094 1.808 4.516
C 1.411 2.580 5.623
C 0.603 3.654 5.967
C -0.523 3.961 5.208
C -0.848 3.192 4.104
H -1.220 -1.745 -3.618
H -3.566 -2.152 -4.308
H -5.446 -1.340 -2.912
H -4.963 -0.124 -0.812
H -3.507 0.893 0.713
H 1.713 0.962 4.252
H 2.279 2.339 6.221
H 0.848 4.252 6.835
H -1.149 4.797 5.488
H -1.729 3.421 3.520
N 2.856 0.005 0.386
C 3.031 -1.463 0.606
C 2.428 -2.255 -0.571
C 1.698 -3.530 -0.130
C 0.205 -3.332 0.059
N -0.087 -2.144 0.927
H 3.479 0.331 -0.346
H 3.097 0.520 1.230
H 2.535 -1.704 1.545
H 4.079 -1.731 0.724
H 3.221 -2.485 -1.283
H 1.739 -1.636 -1.172
H 2.158 -3.900 0.792
H 1.830 -4.326 -0.862
H -0.258 -4.221 0.484
H -0.272 -3.135 -0.900
H 0.268 -2.319 1.866
H -1.098 -2.091 1.051
C 2.038 1.430 -2.703
N 2.017 2.786 -2.181
C 2.397 3.815 -3.164
C 1.405 3.117 -1.039
N 0.744 2.213 -0.293
N 1.461 4.414 -0.652
C 0.539 4.917 0.364
C 2.717 5.171 -0.764
H 1.474 1.381 -3.634
H 1.526 0.740 -2.043
H 3.054 1.081 -2.886
H 2.127 3.450 -4.153
H 3.463 4.027 -3.154
H 1.836 4.727 -2.973
H 0.360 2.696 0.514
H 0.887 4.693 1.379
H -0.459 4.508 0.216
H 0.468 5.997 0.260
H 3.491 4.569 -1.231
H 3.056 5.425 0.242
H 2.584 6.088 -1.335
```

Summary:
* LUMO: -6.345 eV
* total charge: +2
* maximum force: 0.0237 hartree/bohr
* HOMO: -13.716 eV
* energy: -1477.922504 hartree

---

(2)
Below is a structure of composition C23H36AsI2KN7OSi2, with properties calculated with ωB97M-V/def2-TZVPD.

```
73
Properties=species:S:1:pos:R:3
K -1.091 -1.540 -0.715
N -2.996 1.123 2.583
C -2.288 1.107 1.357
N -2.044 0.000 0.936
C -2.671 -0.896 2.020
N -3.202 -0.174 2.941
C -2.660 -2.384 2.002
C -3.299 -3.163 3.109
N -3.272 -4.448 3.062
C -2.646 -5.137 1.978
C -2.072 -4.442 0.983
N -2.062 -3.112 0.967
H -3.303 1.949 3.115
H -1.970 1.971 0.807
H -3.780 -2.661 3.942
H -2.636 -6.220 1.961
H -1.594 -4.942 0.157
C 5.123 -1.549 2.647
N 3.673 -1.515 2.415
N 2.980 -1.469 1.262
C 1.649 -1.540 1.622
O 0.708 -1.540 0.844
C 1.517 -1.504 2.990
C 2.808 -1.417 3.446
C 3.220 -1.105 4.847
C 3.487 -1.017 -0.066
C 2.654 0.063 -0.412
C 2.908 1.324 0.160
C 4.143 1.575 0.757
C 5.150 0.636 0.561
C 4.827 -0.608 -0.009
H 5.709 -1.784 1.774
H 5.387 -2.405 3.296
H 5.458 -0.601 3.098
H 0.606 -1.445 3.571
H 2.337 -1.020 5.504
H 3.717 -0.103 4.822
H 3.938 -1.845 5.232
H 1.707 -0.122 -0.879
H 2.162 2.100 0.127
H 4.352 2.519 1.238
H 6.169 0.865 0.844
H 5.606 -1.331 -0.186
C -2.287 3.467 -0.911
Si -3.324 2.427 -2.063
C -3.824 3.427 -3.561
C -4.882 1.936 -1.159
As -2.247 0.462 -2.717
Si -0.126 1.281 -3.243
C 0.862 1.584 -1.685
C -0.189 2.833 -4.278
C 0.754 -0.038 -4.227
H -2.878 4.349 -0.588
H -1.378 3.821 -1.433
H -2.005 2.867 -0.022
H -4.381 4.327 -3.230
H -4.478 2.809 -4.210
H -2.934 3.741 -4.136
H -5.431 2.848 -0.847
H -4.615 1.339 -0.263
H -5.523 1.329 -1.831
H 0.379 2.359 -1.061
H 1.883 1.921 -1.959
H 0.929 0.640 -1.106
H -0.659 3.654 -3.703
H -0.769 2.638 -5.203
H 0.845 3.133 -4.547
H 0.819 -0.968 -3.625
H 1.777 0.310 -4.481
H 0.190 -0.241 -5.161
I -2.271 -3.584 -2.759
I -3.274 -5.320 -4.495
H 0.625 -1.540 -2.203
```

Summary:
* LUMO (spin up / spin down): 1.187 / 1.177 eV
* total charge: -1
* maximum force: 0.1400 hartree/bohr
* HOMO (spin up / spin down): -2.304 / -2.308 eV
* energy: -5366.342769 hartree

---

(3)
Below is a structure of composition C23H36BBeCl2F3KN2NaO11S2, with properties calculated with ωB97M-V/def2-TZVPD.

```
83
Properties=species:S:1:pos:R:3
O -0.367 -0.168 -2.914
C -1.528 0.027 -3.174
C -2.550 0.666 -2.161
B -3.408 -0.426 -1.351
C -4.443 -1.414 -2.115
C -5.376 -0.621 -3.120
F -6.116 -1.573 -3.882
C -3.325 -0.588 0.263
C -1.939 -0.149 0.847
S -0.644 -1.483 0.673
C 0.843 -0.638 1.295
N 1.391 -0.637 2.508
N 2.461 0.212 2.350
C 2.500 0.672 1.101
O 1.467 0.128 0.358
C -2.107 -0.310 -4.590
C -2.095 -1.692 -5.028
C -2.595 -2.009 -6.351
C -3.103 -0.975 -7.235
C -3.136 0.399 -6.753
C -2.641 0.743 -5.437
H -3.225 1.307 -2.798
H -1.962 1.384 -1.514
H -3.924 -2.277 -2.617
H -5.195 -1.890 -1.349
H -4.768 0.053 -3.772
H -6.122 -0.078 -2.491
H -4.088 0.138 0.661
H -3.632 -1.632 0.529
H -1.995 0.054 1.953
H -1.506 0.769 0.372
H 3.202 1.405 0.592
H -1.693 -2.464 -4.341
H -2.576 -3.083 -6.654
H -3.449 -1.254 -8.249
H -3.559 1.168 -7.434
H -2.687 1.800 -5.105
Be 3.233 2.252 -0.961
C 1.054 0.142 5.809
O 0.026 0.466 6.757
C -1.049 -0.316 6.691
O -1.229 -1.226 5.942
O -1.925 0.102 7.639
C -3.153 -0.657 7.691
H 1.872 0.844 5.960
H 1.428 -0.867 5.979
H 0.683 0.254 4.791
H -2.952 -1.700 7.931
H -3.700 -0.580 6.750
H -3.776 -0.233 8.488
F -5.113 -1.982 6.403
O -1.498 3.417 -1.856
H -0.695 3.089 -2.275
K -1.465 -3.726 1.069
F -5.807 -1.279 0.007
O 5.061 1.758 -3.693
S 5.765 1.460 -4.908
O 5.084 1.352 -6.162
O 6.651 0.140 -4.684
C 5.989 -1.059 -4.256
C 5.180 -1.693 -5.372
C 7.098 2.601 -5.098
H 5.366 -0.857 -3.381
H 6.771 -1.752 -3.942
H 4.350 -1.053 -5.673
H 4.764 -2.649 -5.050
H 5.801 -1.853 -6.255
H 7.646 2.668 -4.161
H 6.666 3.568 -5.353
H 7.742 2.258 -5.905
C 1.206 -1.860 9.465
C 2.222 -2.657 8.628
O 2.433 -2.209 7.479
O 2.704 -3.647 9.205
H 0.819 -1.006 8.906
H 0.368 -2.504 9.740
H 1.682 -1.492 10.375
C 1.821 5.386 1.014
Cl 3.082 4.816 -0.094
Cl 0.886 4.038 1.666
H 2.292 5.920 1.835
H 1.154 6.051 0.473
Na -2.400 0.782 9.477
```

Summary:
* LUMO: -6.124 eV
* relative energy (zero: lowest compared OMol25 entry of this formula, charge and spin): 0.000 eV
* maximum force: 0.0975 hartree/bohr
* HOMO: -7.395 eV
* energy: -4652.668180 hartree

---

(4)
Below is a structure of composition C23H36BN12OS4Ta, with properties calculated with ωB97M-V/def2-TZVPD.

```
78
Properties=species:S:1:pos:R:3
Ta -0.602 -0.621 0.124
C 1.354 -3.187 2.233
C 0.777 -3.513 0.894
N -0.008 -2.758 0.104
C -0.456 -3.497 -0.984
C 0.036 -4.750 -1.068
S 1.031 -5.064 0.279
C -1.493 -2.879 -1.779
C -2.152 -3.437 -2.812
S -3.454 -2.445 -3.266
C -3.070 -1.306 -2.082
N -1.972 -1.628 -1.351
C -4.000 -0.132 -2.052
H 1.215 -2.153 2.517
H 2.422 -3.412 2.253
H 0.876 -3.829 2.977
H -0.166 -5.508 -1.810
H -1.970 -4.389 -3.287
H -5.026 -0.500 -1.985
H -3.928 0.422 -2.990
H -3.834 0.551 -1.245
C 4.817 0.247 -0.234
N 3.866 0.959 0.635
C 4.141 2.142 1.288
C 3.013 2.510 1.945
N 2.055 1.548 1.692
B 0.626 1.462 2.204
N 0.500 0.479 3.379
C 1.181 0.622 4.580
C 0.729 -0.327 5.428
N -0.221 -1.062 4.747
C -1.009 -2.158 5.330
C -0.341 -0.554 3.516
S -1.484 -1.148 2.333
C 2.598 0.624 0.890
S 1.795 -0.813 0.279
H 4.790 0.674 -1.235
H 4.563 -0.809 -0.263
H 5.814 0.360 0.183
H 5.111 2.608 1.233
H 2.820 3.367 2.570
H 0.099 2.517 2.371
H 0.005 0.988 1.182
H 1.921 1.389 4.739
H 0.993 -0.548 6.449
H -0.408 -2.644 6.094
H -1.259 -2.878 4.555
H -1.916 -1.760 5.779
N -4.094 0.421 1.334
C -3.178 1.230 0.819
N -3.374 2.539 0.820
O -2.098 0.781 0.272
H -4.929 0.778 1.777
H -3.947 -0.574 1.373
H -4.203 2.964 1.212
H -2.667 3.155 0.452
C 0.135 -0.110 -2.912
N 0.492 0.665 -4.055
C -0.553 1.663 -4.317
N -0.681 2.582 -3.182
C -1.045 1.863 -2.003
N -0.041 0.755 -1.632
C 1.309 1.515 -1.531
N 1.637 2.265 -2.693
C 1.763 1.357 -3.837
C 0.600 3.261 -2.975
H 0.910 -0.853 -2.699
H -0.807 -0.608 -3.117
H -1.504 1.157 -4.492
H -0.296 2.225 -5.212
H -2.008 1.394 -2.149
H -1.083 2.546 -1.153
H 2.079 0.761 -1.392
H 1.235 2.173 -0.663
H 2.552 0.628 -3.648
H 2.026 1.926 -4.727
H 0.868 3.822 -3.868
H 0.520 3.959 -2.140
```

Summary:
* LUMO: -13.257 eV
* relative energy (zero: lowest compared OMol25 entry of this formula, charge and spin): 0.499 eV
* total charge: +4
* maximum force: 0.0148 hartree/bohr
* HOMO: -18.970 eV
* energy: -3303.796142 hartree

---

(5)
Below is a structure of composition C23H36BaP2, with properties calculated with ωB97M-V/def2-TZVPD.

```
62
Properties=species:S:1:pos:R:3
P 0.009 -1.630 -3.669
P 0.313 1.657 -3.545
C -0.202 -0.590 -5.198
C 0.557 0.745 -5.161
H -1.287 -0.451 -5.352
H 0.185 -1.217 -6.016
H 1.646 0.614 -5.300
H 0.175 1.419 -5.946
C -1.306 2.415 -3.970
H -1.611 3.084 -3.160
H -2.075 1.646 -4.116
H -1.166 2.985 -4.896
C 1.432 3.072 -3.746
H 1.059 3.703 -4.561
H 2.438 2.699 -3.973
H 1.451 3.635 -2.806
C -1.086 -3.028 -4.012
H -1.107 -3.701 -3.147
H -0.694 -3.549 -4.894
H -2.098 -2.654 -4.207
C 1.673 -2.293 -3.986
H 2.420 -1.488 -3.996
H 1.635 -2.787 -4.967
H 1.927 -3.023 -3.209
Ba 1.876 0.435 2.692
C -0.070 1.649 -0.784
C -1.372 1.468 -1.085
C -1.843 0.143 -1.558
C -1.917 -0.942 -0.469
C -0.957 -2.038 -0.699
C 0.285 -1.905 -1.243
C 1.087 -0.597 -1.253
C 0.795 0.527 -0.210
C 0.756 -1.771 3.662
H 0.342 2.669 -0.764
H -2.067 2.317 -1.124
H -1.147 -0.202 -2.359
H -2.816 0.248 -2.058
H -1.815 -0.499 0.538
H -2.931 -1.366 -0.506
H -1.307 -3.033 -0.406
H 0.879 -2.828 -1.381
H 0.971 -0.078 -2.248
H 2.168 -0.850 -1.241
H 0.304 0.092 0.690
H 1.790 0.962 0.035
H 1.104 -2.010 4.685
H 0.824 -2.679 3.030
H -0.311 -1.465 3.732
C 0.405 1.645 4.396
C 0.302 1.302 5.594
C 0.151 0.993 6.968
C -0.948 1.480 7.702
C -1.054 1.201 9.060
C -0.062 0.448 9.715
C 1.031 -0.042 8.978
C 1.145 0.225 7.617
H -1.687 2.107 7.195
H -1.895 1.591 9.627
H -0.126 0.265 10.783
H 1.807 -0.612 9.482
H 2.015 -0.111 7.044
```

Summary:
* LUMO: -0.576 eV
* relative energy (zero: lowest compared OMol25 entry of this formula, charge and spin): 0.000 eV
* maximum force: 0.0546 hartree/bohr
* HOMO: -6.554 eV
* energy: -1605.889386 hartree

---

(6)
Below is a structure of composition C23H36ClN4O3PS5TeTl, with properties calculated with ωB97M-V/def2-TZVPD.

```
75
Properties=species:S:1:pos:R:3
Tl 0.193 0.079 1.599
N -2.349 -1.746 1.553
C -2.268 -2.779 2.587
C -0.850 -3.289 2.768
N 0.069 -2.209 3.103
H -3.268 -1.323 1.521
H -2.157 -2.126 0.633
H -2.914 -3.642 2.387
H -2.605 -2.336 3.528
H -0.512 -3.745 1.832
H -0.874 -4.080 3.525
H 1.027 -2.538 3.189
H -0.151 -1.784 3.999
C 3.228 -1.460 -3.301
C 3.618 -0.470 -2.202
S 2.319 0.129 -1.109
C 1.273 1.088 -2.224
C 0.267 0.332 -3.100
S -0.659 -0.961 -2.216
C -0.575 -2.352 -3.368
C 0.788 -2.733 -3.951
S 2.180 -2.863 -2.790
H 4.141 -1.881 -3.724
H 2.710 -0.941 -4.105
H 4.099 0.392 -2.671
H 4.343 -0.921 -1.522
H 1.913 1.700 -2.861
H 0.738 1.767 -1.563
H 0.768 -0.142 -3.941
H -0.447 1.054 -3.492
H -1.261 -2.175 -4.199
H -0.975 -3.184 -2.785
H 1.082 -2.041 -4.737
H 0.684 -3.711 -4.424
S -2.389 2.508 -1.027
C -1.195 3.357 0.003
S -1.145 3.176 1.665
C -0.320 4.147 -0.745
C 0.734 4.884 -0.121
N 1.598 5.493 0.339
C -0.389 4.197 -2.172
N -0.436 4.196 -3.326
Cl -8.995 0.693 -1.583
C -7.333 0.912 -1.101
C -6.402 -0.064 -1.406
C -5.083 0.115 -1.008
C -4.691 1.252 -0.309
C -3.267 1.427 0.131
C -5.647 2.224 -0.029
C -6.967 2.061 -0.418
H -6.704 -0.949 -1.951
H -4.338 -0.635 -1.253
H -3.179 1.900 1.109
H -2.752 0.469 0.159
H -5.350 3.124 0.498
H -7.709 2.816 -0.197
C 3.537 -2.355 0.820
C 3.990 -1.124 1.574
O 2.850 -0.511 2.182
P 2.743 -0.177 3.781
O 1.332 0.317 3.859
Te 3.423 -2.002 5.070
O 3.785 1.021 3.973
C 3.471 2.310 3.403
C 4.275 2.564 2.146
H 4.380 -2.801 0.285
H 2.754 -2.103 0.097
H 3.144 -3.096 1.518
H 4.442 -0.395 0.897
H 4.731 -1.390 2.328
H 3.712 3.043 4.171
H 2.403 2.386 3.203
H 5.345 2.487 2.349
H 4.054 3.567 1.775
H 4.008 1.846 1.367
```

Summary:
* LUMO: 1.788 eV
* relative energy (zero: lowest compared OMol25 entry of this formula, charge and spin): 0.247 eV
* total charge: -1
* maximum force: 0.0074 hartree/bohr
* HOMO: -4.877 eV
* energy: -4575.951765 hartree

---

Copy entry 4 word for word.
Below is a structure of composition C23H36BN12OS4Ta, with properties calculated with ωB97M-V/def2-TZVPD.

```
78
Properties=species:S:1:pos:R:3
Ta -0.602 -0.621 0.124
C 1.354 -3.187 2.233
C 0.777 -3.513 0.894
N -0.008 -2.758 0.104
C -0.456 -3.497 -0.984
C 0.036 -4.750 -1.068
S 1.031 -5.064 0.279
C -1.493 -2.879 -1.779
C -2.152 -3.437 -2.812
S -3.454 -2.445 -3.266
C -3.070 -1.306 -2.082
N -1.972 -1.628 -1.351
C -4.000 -0.132 -2.052
H 1.215 -2.153 2.517
H 2.422 -3.412 2.253
H 0.876 -3.829 2.977
H -0.166 -5.508 -1.810
H -1.970 -4.389 -3.287
H -5.026 -0.500 -1.985
H -3.928 0.422 -2.990
H -3.834 0.551 -1.245
C 4.817 0.247 -0.234
N 3.866 0.959 0.635
C 4.141 2.142 1.288
C 3.013 2.510 1.945
N 2.055 1.548 1.692
B 0.626 1.462 2.204
N 0.500 0.479 3.379
C 1.181 0.622 4.580
C 0.729 -0.327 5.428
N -0.221 -1.062 4.747
C -1.009 -2.158 5.330
C -0.341 -0.554 3.516
S -1.484 -1.148 2.333
C 2.598 0.624 0.890
S 1.795 -0.813 0.279
H 4.790 0.674 -1.235
H 4.563 -0.809 -0.263
H 5.814 0.360 0.183
H 5.111 2.608 1.233
H 2.820 3.367 2.570
H 0.099 2.517 2.371
H 0.005 0.988 1.182
H 1.921 1.389 4.739
H 0.993 -0.548 6.449
H -0.408 -2.644 6.094
H -1.259 -2.878 4.555
H -1.916 -1.760 5.779
N -4.094 0.421 1.334
C -3.178 1.230 0.819
N -3.374 2.539 0.820
O -2.098 0.781 0.272
H -4.929 0.778 1.777
H -3.947 -0.574 1.373
H -4.203 2.964 1.212
H -2.667 3.155 0.452
C 0.135 -0.110 -2.912
N 0.492 0.665 -4.055
C -0.553 1.663 -4.317
N -0.681 2.582 -3.182
C -1.045 1.863 -2.003
N -0.041 0.755 -1.632
C 1.309 1.515 -1.531
N 1.637 2.265 -2.693
C 1.763 1.357 -3.837
C 0.600 3.261 -2.975
H 0.910 -0.853 -2.699
H -0.807 -0.608 -3.117
H -1.504 1.157 -4.492
H -0.296 2.225 -5.212
H -2.008 1.394 -2.149
H -1.083 2.546 -1.153
H 2.079 0.761 -1.392
H 1.235 2.173 -0.663
H 2.552 0.628 -3.648
H 2.026 1.926 -4.727
H 0.868 3.822 -3.868
H 0.520 3.959 -2.140
```

Summary:
* LUMO: -13.257 eV
* relative energy (zero: lowest compared OMol25 entry of this formula, charge and spin): 0.499 eV
* total charge: +4
* maximum force: 0.0148 hartree/bohr
* HOMO: -18.970 eV
* energy: -3303.796142 hartree

---

maximum force of number 5 (C23H36BaP2)?
0.0546 hartree/bohr

---

Which of these has the highest maximum force?
C23H36AsI2KN7OSi2

---

Which value of energy does entry 6 give?
-4575.951765 hartree